Record 1
Here is C35H43ClP2PbSi2 as an isolated structure at a distorted geometry from the Open Molecules 2025 dataset. Energies are from wB97M-V/def2-TZVPD.

The calculation puts the energy relative to the best compared isomer or geometry (same formula, charge and spin) at 0.0 kcal/mol. Its largest force on an atom is 4.0 eV Å⁻¹. The HOMO energy is -12.3 eV. As for the orbital gap: 4.1 eV. For the total energy, the calculation gives -3273.6386 Eh. The total charge is +2. The value obtained for the LUMO energy is -8.1527 eV.

```
84
Properties=species:S:1:pos:R:3:mulliken_charge:R:1
H -3.068 -1.360 -0.760 -0.2057
H 0.684 1.983 3.303 0.3936
C -3.905 -2.269 0.988 -0.9323
H -3.516 1.763 0.429 0.3056
Cl -3.900 1.395 -2.150 -0.3100
H -4.075 -2.058 -5.645 0.2813
Pb -0.124 -0.946 -1.659 0.9996
C 1.598 3.363 -0.120 -0.9320
C 1.040 -2.143 0.307 -0.4937
C 2.169 -1.263 0.231 -0.3624
H -3.977 0.239 1.214 0.2202
H 0.479 -2.379 1.212 0.5497
H -0.224 -2.754 -4.219 0.6822
C -1.756 -1.281 -4.559 -0.4668
H -1.776 -4.287 -2.881 0.7361
C -8.048 -4.305 -1.361 -0.6726
C -8.791 -3.302 -2.000 -0.4859
C -3.792 -1.453 -3.271 0.9006
H -6.571 -2.377 -4.398 0.4807
C -3.011 -0.776 -4.192 -1.3182
H 0.381 -3.791 -1.108 0.6818
H -1.869 0.228 3.562 0.4742
H -2.950 -2.669 1.329 0.8542
H 2.579 -0.696 1.064 0.5358
H -6.030 -5.867 -5.577 0.3560
C 0.635 2.040 2.200 -0.1474
H -7.230 -2.163 1.769 0.4616
C -5.696 -4.985 -6.125 -0.4572
H -9.777 -3.032 -1.633 0.4296
C -1.272 -2.492 -4.039 -1.4758
C -6.998 -2.947 -3.565 -0.0005
H -6.152 -5.354 -1.316 0.4229
H -4.571 -1.817 -8.041 0.4060
H -7.344 -1.123 -0.501 0.5099
C -3.394 -2.843 -2.867 2.7411
H -8.468 -4.827 -0.492 0.4502
Si -5.053 -0.314 -2.426 -0.1661
H -1.170 -0.744 -5.307 0.5471
C -6.767 -4.612 -1.828 -0.2794
Si -4.497 -4.264 -3.634 -0.1176
C 0.997 -2.898 -0.925 -0.4041
C -6.387 -1.416 -0.067 -0.5220
H 3.680 -0.923 -1.372 0.4989
H -3.567 -3.035 -1.798 -0.6444
C 2.761 -1.398 -1.047 -0.8605
C -5.220 -1.218 -0.792 2.0057
H 0.748 5.631 1.264 0.3110
H -0.375 4.617 2.248 0.3071
C -8.284 -2.635 -3.123 -0.8340
H -4.094 -5.660 -3.380 -0.1567
H -3.483 1.612 2.226 0.5710
C -5.086 -2.415 1.720 -0.8945
P 1.753 3.456 1.726 0.0500
H -3.449 0.119 -4.682 0.5383
C -6.314 -1.996 1.200 -0.6700
H -0.451 -0.710 2.958 0.4096
H 2.185 4.194 -0.533 0.4238
H 2.045 2.423 -0.476 0.1508
H -0.980 2.852 0.903 0.4874
H -1.443 2.486 2.585 0.4818
C 0.668 4.900 2.075 -0.9276
H 1.078 5.372 2.974 0.3322
P -1.565 0.540 1.189 0.7376
H -6.818 -5.482 -7.884 0.4241
H 0.561 3.456 -0.471 0.2918
H -6.017 -3.515 -9.182 0.4062
C -2.078 -3.317 -3.286 -1.1337
C -4.546 -2.882 -6.173 0.2373
C -1.495 -0.419 2.757 -1.3635
C -6.126 -4.777 -7.435 -0.7080
C -3.992 -1.596 -0.231 -0.8918
C -4.889 -4.039 -5.475 0.4761
C -5.698 -3.655 -8.153 -0.5239
H -2.148 -1.301 2.655 0.3266
H -5.036 -2.870 2.696 0.4982
C -4.891 -2.713 -7.516 -0.8708
H 2.385 -2.861 -2.719 0.5386
H 1.105 1.127 1.793 -0.3109
C -0.818 2.156 1.744 -1.2362
C -6.236 -3.941 -2.939 0.3554
C -3.306 1.099 1.276 -1.1651
H -8.864 -1.858 -3.626 0.4252
H -6.158 0.413 -3.014 -0.0237
C 2.049 -2.392 -1.786 -0.7400
```

Record 2
Here is C14H21O5PTm as an isolated structure at a distorted geometry from the Open Molecules 2025 dataset. Energies are from wB97M-V/def2-TZVPD.

The calculation puts the energy relative to the best compared isomer or geometry (same formula, charge and spin) at 27.0 kcal/mol. Its largest force on an atom is 11.6 eV Å⁻¹. The HOMO energy (spin up / spin down) is -19.4 / -19.4 eV. As for the orbital gap (spin up / spin down): 5.3 / 5.3 eV. For the total energy, the calculation gives -2347.5958 Eh. As for the spin multiplicity: 3. The total charge is +3. The value obtained for the LUMO energy (spin up / spin down) is -14.0918 / -14.0862 eV.

```
42
Properties=species:S:1:pos:R:3:mulliken_charge:R:1
H -0.912 -1.751 2.803 0.2909
H 3.547 1.215 1.261 0.4561
C -0.508 -1.947 0.682 0.6247
P 0.062 -0.224 0.513 -0.1796
C 1.456 0.498 2.871 -1.5192
O 0.211 0.091 -5.712 -0.0669
C -1.819 0.752 2.276 -1.3684
C -1.225 1.023 0.904 0.8165
H -2.144 -3.213 0.154 0.4748
C -0.753 2.476 0.733 -1.4101
O -2.618 -0.428 -3.541 -0.0459
Tm 0.657 -0.108 -2.175 0.4946
H -0.449 2.715 -0.299 0.2864
H 2.191 -0.924 1.371 0.5182
H 2.937 0.727 -0.357 0.3057
H 0.734 -2.321 2.432 0.4210
H -1.591 3.149 0.982 0.4478
C -1.938 -2.137 0.147 -1.1959
C -0.151 3.516 -3.927 0.1816
C -0.314 -2.369 2.128 -1.5581
C -1.597 -0.270 -3.018 0.3269
H -2.016 0.837 0.166 0.3823
C 0.397 -2.092 -3.077 0.6340
C 0.327 0.329 -4.572 0.3932
H -2.681 -1.634 0.779 0.2765
C 2.631 1.107 0.646 -1.2341
H 0.829 -0.244 3.400 0.3242
O 0.256 -2.987 -3.834 -0.0675
O 3.440 -0.698 -4.256 0.0151
H -1.062 0.804 3.073 0.2508
H -2.576 1.524 2.489 0.4927
C 1.716 0.087 1.401 0.3688
H 1.003 1.508 2.928 0.2892
H -0.636 -3.407 2.239 0.4865
O -0.425 4.063 -4.938 -0.1428
H 2.127 2.092 0.560 0.2454
H -2.329 -0.221 2.332 0.3111
H -2.081 -1.785 -0.885 0.1903
H 0.183 -2.552 0.066 0.4828
C 2.593 -0.458 -3.509 0.2429
H 0.083 2.724 1.406 0.2325
H 2.445 0.534 3.357 0.5249
```

Record 3
Here is C3H6N2 as an isolated structure at a distorted geometry from the Open Molecules 2025 dataset. Energies are from wB97M-V/def2-TZVPD.

The calculation puts the energy relative to the best compared isomer or geometry (same formula, charge and spin) at 80.8 kcal/mol. Its largest force on an atom is 2.0 eV Å⁻¹. The HOMO energy is -8.2 eV. As for the orbital gap: 9.4 eV. For the total energy, the calculation gives -227.2961 Eh. The value obtained for the LUMO energy is 1.2365 eV.

```
11
Properties=species:S:1:pos:R:3:mulliken_charge:R:1
N 1.666 0.074 0.289 -0.5964
C -1.438 0.093 0.259 -0.5499
N 0.495 0.026 -0.530 -0.0481
H -0.230 -1.816 0.608 0.2444
H -0.837 -1.572 -1.161 0.1918
H 2.493 -0.109 -0.299 0.2451
H -2.506 0.415 0.399 0.2914
H 1.653 1.045 0.526 0.2281
H -0.260 1.954 0.125 0.4675
C -0.463 0.950 -0.029 -0.3418
C -0.574 -1.062 -0.187 -0.1322
```

Record 4
Here is a 2-piece molecular cluster, C6H16 overall at a distorted geometry from the Open Molecules 2025 dataset. Energies are from wB97M-V/def2-TZVPD.

The calculation puts the energy relative to the best compared isomer or geometry (same formula, charge and spin) at 10.8 kcal/mol. Its largest force on an atom is 1.8 eV Å⁻¹. The HOMO energy is -11.2 eV. As for the orbital gap: 12.3 eV. For the total energy, the calculation gives -238.1794 Eh. The value obtained for the LUMO energy is 1.0423 eV.

```
22
Properties=species:S:1:pos:R:3:mulliken_charge:R:1
H -1.784 -0.342 1.036 -0.0332
C 0.616 2.178 -0.842 -1.4997
H -0.304 2.481 -0.336 0.3430
C -1.188 -2.085 2.224 -0.8483
H 1.487 2.752 -0.534 0.3893
H 2.395 -0.775 -1.036 0.3549
H -0.104 -2.141 2.166 0.3022
C 0.786 0.661 -0.758 1.1573
H -1.505 -2.692 1.361 0.2361
H 2.997 0.812 -0.889 0.4002
C -0.296 -0.101 -1.497 -1.4691
H 0.487 2.503 -1.878 0.3399
H -1.592 0.140 2.570 0.2979
H -0.240 -1.182 -1.363 0.3388
H -1.329 0.089 -1.194 0.3411
H 0.804 0.394 0.305 0.0791
C -1.897 -0.772 2.041 -0.5684
H -1.559 -2.642 3.083 0.3171
H -2.965 -0.926 2.190 0.3104
H -0.310 0.225 -2.539 0.4006
C 2.148 0.256 -1.300 -1.5305
H 2.204 0.357 -2.387 0.3417
```

Record 5
Here is C11H9FeIO7 as an isolated structure at a distorted geometry from the Open Molecules 2025 dataset. Energies are from wB97M-V/def2-TZVPD.

Its largest force on an atom is 3.2 eV Å⁻¹. The HOMO energy (spin up / spin down) is -8.8 / -8.8 eV. As for the orbital gap (spin up / spin down): 7.4 / 7.2 eV. For the total energy, the calculation gives -2512.6797 Eh. As for the spin multiplicity: 5. The value obtained for the LUMO energy (spin up / spin down) is -1.4520 / -1.6033 eV.

```
29
Properties=species:S:1:pos:R:3:mulliken_charge:R:1
O 2.756 -0.942 2.981 -0.6440
H 3.396 -5.702 1.912 0.3781
H -1.938 1.559 2.856 0.4253
H -3.566 -0.407 0.662 0.3081
C 2.510 -2.512 1.209 0.6025
C 2.236 -1.200 1.912 0.0495
O 1.428 -0.421 1.288 -0.4097
H 1.527 2.588 2.771 0.3969
O 0.327 2.000 0.806 -0.6826
H 2.149 -1.728 -0.764 0.1090
H -0.879 0.118 2.959 0.4009
I 3.539 -6.706 -1.040 0.0746
C 3.076 -4.896 -0.051 -0.0770
O -1.767 0.466 1.103 -0.2936
C 2.427 -2.604 -0.173 0.0738
Fe 0.221 -0.089 -0.311 1.0124
C 2.858 -3.629 1.955 -0.4969
H 2.694 -3.859 -1.886 0.3689
C -2.019 -1.925 0.567 0.5943
O -2.480 -3.003 0.856 -0.6175
C 3.131 -4.832 1.330 -0.4048
O 0.668 2.197 3.009 -0.4304
O -1.083 -1.642 -0.239 -0.6047
C -2.656 -0.634 1.227 -0.4499
H -2.909 -0.854 2.265 0.3453
C 0.013 1.766 1.956 0.5883
H 2.916 -3.538 3.028 0.4437
C -1.210 0.940 2.314 -0.3506
C 2.723 -3.793 -0.810 -0.7101
```

Record 6
Here is a 2-piece molecular cluster, CH5OPS overall at a distorted geometry from the Open Molecules 2025 dataset. Energies are from wB97M-V/def2-TZVPD.

The calculation puts the energy relative to the best compared isomer or geometry (same formula, charge and spin) at 81.8 kcal/mol. Its largest force on an atom is 3.5 eV Å⁻¹. The HOMO energy (spin up / spin down) is -9.5 / -8.1 eV. As for the orbital gap (spin up / spin down): 8.2 / 7.7 eV. For the total energy, the calculation gives -855.7701 Eh. The value obtained for the LUMO energy (spin up / spin down) is -1.2729 / -0.3694 eV.

```
9
Properties=species:S:1:pos:R:3:mulliken_charge:R:1
H -0.066 0.209 -1.749 0.2714
O 1.133 -1.693 -0.296 -0.4900
H 2.042 -2.189 -0.518 0.3422
H -1.017 0.591 -0.405 0.3499
S 3.131 0.572 0.012 -0.3717
P 1.329 -0.157 0.192 0.3917
C 0.006 0.682 -0.701 -0.7754
H 0.301 1.779 -0.642 0.2708
H -0.288 0.339 2.807 0.0112
```

Record 7
Here is one molecule with the formula C6H9N from the Open Molecules 2025 dataset. Energies are from wB97M-V/def2-TZVPD.

The calculation puts the energy relative to the best compared isomer or geometry (same formula, charge and spin) at 86.8 kcal/mol. Its largest force on an atom is 0.5 eV Å⁻¹. The HOMO energy is -7.7 eV. As for the orbital gap: 8.5 eV. For the total energy, the calculation gives -288.6437 Eh. The value obtained for the LUMO energy is 0.8427 eV.

```
16
Properties=species:S:1:pos:R:3:mulliken_charge:R:1
H 0.627 1.867 0.433 0.2356
H -1.786 0.260 1.378 0.3743
H -1.576 1.757 -0.822 0.4487
C 0.127 -1.046 -0.747 -0.3215
H 0.384 -2.088 -0.917 0.3875
N 0.306 1.078 -0.107 -0.1445
H -3.108 0.340 0.145 0.3055
C 2.363 -0.279 0.334 -1.1948
H 2.428 -0.024 1.399 0.3069
C -2.135 -0.081 0.392 -1.0341
C -1.132 -0.421 -1.163 -0.7114
H -2.235 -1.163 0.439 0.2912
C 0.964 -0.138 -0.173 0.3300
H 3.056 0.375 -0.208 0.3049
C -0.987 0.873 -0.596 0.1200
H 2.703 -1.310 0.213 0.3016
```

Record 8
Here is an isolated ion of composition C17H34BFNO4 and charge -1 from the Open Molecules 2025 dataset. Energies are from wB97M-V/def2-TZVPD.

Its largest force on an atom is 0.6 eV Å⁻¹. The HOMO energy is -4.5 eV. As for the orbital gap: 7.4 eV. For the total energy, the calculation gives -1148.7294 Eh. The total charge is -1. The value obtained for the LUMO energy is 2.9713 eV.

```
58
Properties=species:S:1:pos:R:3:mulliken_charge:R:1
H 0.681 -5.527 4.453 0.3047
F 0.397 -2.106 -2.308 -0.3306
H -2.970 3.540 -0.489 0.3271
H 2.716 -4.243 5.388 0.3465
H -0.401 -0.829 -3.630 0.3715
C -0.711 2.427 0.418 -1.2018
O 0.716 -3.096 2.279 -0.2342
H -5.392 2.642 -3.347 0.3772
H 0.412 -3.797 4.721 0.2805
C -3.534 2.496 -2.281 -0.6618
H -5.320 3.633 -1.900 0.3069
C -2.922 2.517 -0.883 -0.5752
O 0.931 0.573 1.271 -0.7261
C -5.054 2.652 -2.307 -0.5137
H -1.461 0.969 -0.976 -0.1827
H -0.251 -0.220 -1.959 -0.8879
H 3.365 0.671 1.062 0.3854
C 2.086 -1.558 1.001 -0.9293
C 2.473 -4.300 4.327 -0.9897
C 0.973 -4.528 4.134 -0.4210
H 2.250 -1.281 2.045 0.3063
H 0.558 -2.890 0.215 0.3314
H -0.943 2.478 -1.726 0.2264
C 1.703 3.025 1.434 -1.2694
C 1.336 -2.880 0.978 -0.7229
C 2.628 -0.132 -1.980 -1.2334
B 0.847 1.926 0.548 1.0450
H 0.493 -0.769 -0.204 0.1093
H 1.998 -3.725 0.783 0.4514
H -1.280 2.050 1.280 0.2377
H -6.111 1.871 -0.551 0.2688
H -3.095 3.324 -2.848 0.3354
C 1.586 -0.194 -3.095 -0.6101
H 3.066 -1.118 -1.810 0.2362
H 1.044 3.511 2.164 0.2915
H 3.072 -1.700 0.554 0.5361
C 0.243 -0.777 -2.748 0.7927
H 3.049 -5.122 3.898 0.2937
O 0.240 -5.275 1.965 -0.5999
H -5.144 0.681 -1.385 0.3027
C 1.370 -0.377 0.332 0.0567
N 3.510 0.758 0.062 -0.6802
H 1.424 0.804 -3.508 0.3188
H 2.171 3.810 0.827 0.2567
H 1.990 -0.807 -3.910 0.4027
C 2.230 0.465 -0.629 0.9823
H -6.680 1.202 -2.081 0.3362
O 1.458 1.616 -0.800 -0.7454
H 3.699 1.741 -0.108 0.3856
H -3.263 1.568 -2.798 0.2920
C 0.592 -4.372 2.681 0.5339
H 2.486 2.527 2.018 0.2262
H 3.446 0.500 -2.336 0.3365
H 2.789 -3.368 3.858 0.2050
H -3.500 1.885 -0.200 0.2536
C -1.463 2.058 -0.857 0.3233
C -5.795 1.544 -1.542 -1.1327
H -0.736 3.526 0.501 0.2739
```